1.
Entry from the Open Molecules 2025 dataset: C28H31IrN3O9PS3 as an isolated structure in a non-equilibrium geometry (ωB97M-V with the def2-TZVPD basis set).

2S+1: 2
total charge: -1
ΔE to the lowest compared entry with this formula, charge and spin: 18.7 kcal/mol
LUMO (alpha / beta): 2.41 / 0.81 eV
⟨S²⟩: 0.7552
molar mass: 873.0 g mol⁻¹
E: -97075.059 eV
frontier orbital gap (alpha / beta): 7.644 / 6.042 eV
HOMO (alpha / beta): -5.233 / -5.227 eV

Element x y z (Å)
Ir: -1.45074 0.32489 -0.40430
O: -0.31154 -2.19744 3.42417
C: -0.74616 -1.27786 4.30132
C: -0.61205 -1.58091 5.65863
C: -1.03280 -0.68681 6.62017
C: -1.59510 0.53158 6.24832
C: -1.72494 0.83143 4.90702
C: -1.31074 -0.05612 3.91021
C: -1.47976 0.32530 2.47954
O: -1.05194 -0.48697 1.55833
N: -2.04560 1.47671 2.25556
N: -2.09600 1.73728 0.90056
C: -2.31143 2.95657 0.55844
C: -2.36786 3.46128 -0.79465
C: -2.46868 4.84878 -0.96466
C: -2.47629 5.41697 -2.21749
C: -2.37496 4.59143 -3.33849
C: -2.28200 3.22411 -3.20594
C: -2.28490 2.63573 -1.93555
O: -2.31977 1.31407 -1.86869
H: -0.43439 -1.81288 2.52823
H: -0.16934 -2.53252 5.92261
H: -0.91912 -0.93750 7.66809
H: -1.92984 1.23568 6.99850
H: -2.15721 1.77005 4.59023
H: -2.42840 3.66491 1.37300
H: -2.51771 5.47279 -0.08004
H: -2.53597 6.49123 -2.32972
H: -2.35746 5.02950 -4.32928
H: -2.19652 2.57008 -4.06281
C: -3.87460 -1.01072 -1.24540
O: -3.00391 -0.71920 -0.16963
H: -3.56603 -1.95290 -1.70932
H: -3.86530 -0.22900 -2.00366
H: -4.87464 -1.10937 -0.81672
C: -1.50229 -4.06440 0.11295
C: -0.03246 -4.27008 -0.16778
C: 0.88014 -3.92733 0.99223
O: 0.44263 -3.48779 -1.28356
P: -0.32312 -2.85957 -2.51845
S: -1.79319 -3.92766 -3.20000
S: -0.73504 -0.83547 -2.31880
O: 0.84736 -2.82588 -3.60291
C: 2.25514 -2.55716 -3.44152
C: 2.97131 -3.85345 -3.10030
C: 2.57968 -1.44509 -2.46218
H: -1.77802 -4.67356 0.97507
H: -2.11081 -4.35682 -0.73980
H: -1.71884 -3.02643 0.34369
H: 0.13168 -5.31297 -0.45847
H: 0.83820 -2.85798 1.19916
H: 1.91251 -4.18944 0.75074
H: 0.57619 -4.47583 1.88455
H: 2.55288 -2.24193 -4.44416
H: 2.72837 -4.16507 -2.08464
H: 4.05136 -3.70985 -3.17630
H: 2.67311 -4.64402 -3.78895
H: 2.22588 -1.68092 -1.45826
H: 2.12982 -0.49952 -2.76246
H: 3.66577 -1.32436 -2.43329
O: 1.32696 -0.33838 0.10605
C: 1.44534 0.85397 -0.12198
N: 0.38962 1.67650 -0.44534
S: 0.89346 3.22218 -0.68807
O: 0.73675 3.63178 -2.05523
O: 0.39725 4.10253 0.33851
C: 2.60221 2.89796 -0.37162
C: 3.66200 3.78262 -0.38819
C: 4.91761 3.26317 -0.09901
C: 5.08673 1.91187 0.19836
C: 4.00361 1.04341 0.21308
C: 2.75656 1.56447 -0.08072
H: 3.52071 4.83060 -0.61528
H: 5.77936 3.91863 -0.10443
H: 6.07753 1.53927 0.42508
H: 4.10974 -0.00818 0.44566



2.
Entry from the Open Molecules 2025 dataset: C28H31MnN7O3S2 as an isolated structure in a non-equilibrium geometry (ωB97M-V with the def2-TZVPD basis set).

2S+1: 4
total charge: +2
ΔE to the lowest compared entry with this formula, charge and spin: 27.5 kcal/mol
LUMO (alpha / beta): -6.79 / -10.20 eV
⟨S²⟩: 3.7929
molar mass: 632.7 g mol⁻¹
E: -99084.316 eV
frontier orbital gap (alpha / beta): 5.784 / 2.371 eV
HOMO (alpha / beta): -12.570 / -12.571 eV

Element x y z (Å)
Mn: 0.70147 -0.08420 0.21536
C: 4.52106 -0.30275 -1.09709
S: 2.83899 -0.25671 -0.65686
O: 2.47196 1.02327 0.01781
O: 2.46704 -1.31112 0.32586
O: 1.92151 -0.41100 -1.79172
H: 5.10623 -0.13360 -0.19547
H: 4.68620 0.48324 -1.83208
H: 4.72248 -1.28427 -1.52239
C: 1.21619 0.08127 5.36729
C: -0.08353 0.45049 4.63581
C: -1.22544 -0.47279 5.08576
C: -0.44820 1.91679 4.91334
C: 0.12544 0.28067 3.19428
C: 0.31353 0.13876 2.00024
H: 1.06883 0.20680 6.44041
H: 2.03823 0.72469 5.05476
H: 1.49322 -0.95504 5.17529
H: -1.38043 -0.35346 6.15843
H: -0.98438 -1.51769 4.88889
H: -2.15748 -0.22288 4.57718
H: -0.60073 2.05162 5.98452
H: -1.36862 2.19738 4.39966
H: 0.35237 2.58600 4.59689
S: -3.56035 -4.88320 -0.67270
C: -2.33311 -3.66483 -0.40006
C: -1.04133 -3.69886 -0.92175
C: -0.20544 -2.62453 -0.71030
N: -0.60194 -1.53303 -0.03448
C: -1.84876 -1.48845 0.46672
C: -2.73340 -2.52748 0.30845
C: -2.69442 -6.41027 -0.82393
C: -1.53274 -6.74975 -0.13647
C: -1.02548 -8.03324 -0.28229
N: -1.67134 -8.87584 -1.05574
C: -2.76293 -8.62142 -1.74214
C: -3.32459 -7.35892 -1.63472
H: -0.68488 -4.53344 -1.50852
H: 0.80253 -2.61256 -1.10107
H: -2.11290 -0.59693 1.01748
H: -3.72199 -2.45841 0.74136
H: -1.04305 -6.07551 0.55288
H: -0.15152 -8.37938 0.25760
H: -3.17084 -9.39361 -2.38434
H: -4.21336 -7.12321 -2.20524
C: 0.32249 3.26854 0.87526
C: -0.48055 2.58824 -0.17271
N: -0.47269 1.28719 -0.47499
C: -1.35825 1.09327 -1.52692
C: -1.90692 2.28316 -1.84614
N: -1.35033 3.20744 -0.98429
C: -1.69598 4.63979 -0.99939
N: -1.45941 5.21552 -2.27496
N: -2.40841 5.05718 -3.24743
N: -1.95267 5.48242 -4.35149
C: -0.65851 5.93232 -4.15670
C: 0.24668 6.49897 -5.05767
C: 1.47843 6.85485 -4.56195
C: 1.80994 6.66189 -3.20461
C: 0.92502 6.10972 -2.30531
C: -0.32189 5.74825 -2.81911
H: 1.01999 2.57229 1.32819
H: -0.32274 3.66681 1.66007
H: 0.89351 4.09030 0.44163
H: -1.50613 0.13254 -1.98590
H: -2.61481 2.57452 -2.60353
H: -1.10673 5.14601 -0.23968
H: -2.75441 4.73860 -0.76788
H: -0.02377 6.65137 -6.09305
H: 2.21189 7.30160 -5.21858
H: 2.78818 6.96894 -2.85936
H: 1.18663 5.98952 -1.26195



3.
Entry from the Open Molecules 2025 dataset: a 2-piece molecular cluster, C28H31N3O overall in a non-equilibrium geometry (ωB97M-V with the def2-TZVPD basis set).

ΔE to the lowest compared entry with this formula, charge and spin: 0.0 kcal/mol
LUMO: -1.33 eV
molar mass: 425.6 g mol⁻¹
E: -36055.609 eV
frontier orbital gap: 5.361 eV
HOMO: -6.691 eV

Element x y z (Å)
O: 0.99303 -0.28951 3.11469
C: -0.16306 0.03640 3.30692
N: -1.30505 0.37995 3.51032
C: 10.18203 0.10484 1.73106
C: 10.85779 -0.41189 2.98692
N: 9.99403 -0.38784 4.14614
C: 10.68940 -0.26083 5.40632
C: 9.93702 -0.88893 6.56121
C: 8.48252 -0.43195 6.57669
C: 7.83620 -0.55548 5.23465
C: 8.64290 -0.51232 4.05634
C: 8.01806 -0.63503 2.78058
C: 6.65187 -0.83050 2.70412
C: 5.83026 -0.89770 3.86399
C: 4.43207 -1.15103 3.75941
C: 3.74523 -1.10872 2.55800
C: 2.48474 -1.67056 2.32960
C: 1.98426 -1.88248 0.99068
C: 2.40314 -1.05778 -0.08045
C: 1.90240 -1.21168 -1.36349
C: 0.95782 -2.24284 -1.63328
N: 0.41796 -2.37413 -2.87625
C: 0.78205 -1.51942 -3.98553
C: 1.27313 -0.15359 -3.54672
C: 2.33319 -0.29170 -2.46006
C: -0.58021 -3.37149 -3.19318
C: -0.47280 -4.60530 -2.32139
C: -0.40072 -4.22901 -0.84488
C: 0.54602 -3.10445 -0.57288
C: 1.04056 -2.89665 0.70238
C: 6.47217 -0.73953 5.12296
C: 8.83303 -0.57306 1.52829
H: 10.04301 1.18978 1.80252
H: 10.83136 -0.09881 0.87684
H: 11.19995 -1.44750 2.80170
H: 11.74572 0.18873 3.21661
H: 11.67663 -0.72360 5.29085
H: 10.85581 0.80903 5.62770
H: 9.97909 -1.98092 6.47670
H: 10.43046 -0.60362 7.49183
H: 7.92335 -1.02760 7.30587
H: 8.43798 0.61336 6.92046
H: 6.20591 -0.94417 1.71415
H: 3.89051 -1.38402 4.67801
H: 4.18587 -0.54109 1.73564
H: 2.04110 -2.26615 3.12230
H: 3.11447 -0.24933 0.09467
H: 1.57421 -2.00768 -4.58396
H: -0.09472 -1.42071 -4.63749
H: 1.69121 0.36073 -4.41430
H: 0.43036 0.44102 -3.17370
H: 2.54684 0.69471 -2.03651
H: 3.26942 -0.65724 -2.91269
H: -1.58817 -2.93246 -3.07649
H: -0.46405 -3.63338 -4.25154
H: -1.34616 -5.23267 -2.50653
H: 0.41942 -5.17752 -2.59836
H: -1.40648 -3.95191 -0.49436
H: -0.10260 -5.10991 -0.26446
H: 0.71316 -3.55388 1.50905
H: 5.86171 -0.76548 6.02778
H: 8.27024 -0.03430 0.75777
H: 8.99689 -1.59170 1.14255



4.
Entry from the Open Molecules 2025 dataset: C28H31N7O7STc as an isolated structure in a non-equilibrium geometry (ωB97M-V with the def2-TZVPD basis set).

2S+1: 2
total charge: +2
LUMO (alpha / beta): -6.73 / -7.76 eV
⟨S²⟩: 0.8029
molar mass: 707.7 g mol⁻¹
E: -67321.355 eV
frontier orbital gap (alpha / beta): 6.403 / 5.578 eV
HOMO (alpha / beta): -13.131 / -13.338 eV

Element x y z (Å)
Tc: -0.68306 -0.69367 0.37421
C: -0.50444 3.81724 3.22207
N: 0.24318 2.69807 2.64535
C: 1.63275 2.98087 2.29523
C: -0.32735 1.59884 2.21088
O: 0.33266 0.68320 1.65764
C: -1.79679 1.34509 2.46979
O: -2.23534 0.31740 1.56411
C: -3.22774 -0.56921 2.07561
C: -2.56864 -1.91390 2.31340
O: -1.43078 -2.08051 1.80579
N: -3.17870 -2.85163 3.00105
C: -2.54767 -4.15536 3.22260
C: -4.50525 -2.66913 3.59405
H: 0.11501 4.28625 3.98286
H: -1.41723 3.48434 3.70073
H: -0.74148 4.54650 2.44789
H: 2.11470 3.45834 3.14507
H: 1.65946 3.65593 1.43980
H: 2.14734 2.05794 2.04978
H: -2.40450 2.22733 2.29229
H: -1.91327 0.99933 3.50365
H: -4.00938 -0.66716 1.31688
H: -3.67618 -0.16111 2.98075
H: -1.51413 -4.12241 2.89607
H: -3.08586 -4.91503 2.65746
H: -2.59838 -4.39413 4.28333
H: -5.07991 -1.91886 3.05947
H: -4.42599 -2.39759 4.64633
H: -5.04121 -3.61267 3.51479
N: -1.37504 -1.83018 -3.68551
C: -0.96569 -1.74235 -2.42664
S: -2.04617 -1.88457 -1.11473
N: 0.36328 -1.59810 -2.24631
N: 0.67873 -1.37977 -0.97186
C: 1.98077 -1.43110 -0.68225
C: 3.04057 -1.51196 -1.66546
C: 4.11379 -2.38875 -1.45281
C: 5.13804 -2.46500 -2.37765
C: 5.12041 -1.64009 -3.49525
C: 4.07218 -0.75027 -3.70391
C: 3.02485 -0.69643 -2.80676
C: 2.22361 -1.45002 0.75828
C: 3.45619 -1.16577 1.32233
C: 3.57892 -1.24299 2.70419
C: 2.47391 -1.59718 3.45570
C: 1.26579 -1.81804 2.80680
N: 1.13542 -1.74567 1.49134
H: -2.35199 -1.93454 -3.90463
H: -0.71835 -1.72361 -4.44537
H: 4.11761 -3.04291 -0.59142
H: 5.94604 -3.16671 -2.23138
H: 5.93011 -1.69057 -4.21057
H: 4.06988 -0.10722 -4.57210
H: 2.20671 -0.00930 -2.96804
H: 4.29122 -0.88207 0.69896
H: 4.52740 -1.03409 3.18025
H: 2.53483 -1.69505 4.52969
H: 0.37025 -2.07030 3.35888
O: -1.32696 2.57795 0.14284
C: -1.06631 2.00401 -0.89366
O: -0.69805 0.73464 -0.97106
C: -1.12193 2.65122 -2.23631
C: -1.35918 4.01919 -2.34510
C: -1.41119 4.62050 -3.59431
C: -1.23429 3.86312 -4.74575
C: -1.00076 2.50900 -4.60259
C: -0.93901 1.88659 -3.37857
N: -0.80303 1.67501 -5.80821
O: -0.94140 2.19883 -6.88173
O: -0.50877 0.50624 -5.62924
H: -1.50522 4.60187 -1.44640
H: -1.59438 5.68183 -3.67919
H: -1.27271 4.30409 -5.73092
H: -0.75187 0.82619 -3.32251